1.
C13H13CrN2O5 | ωB97M-V/def2-TZVPD

Structure (XYZ):
```
34
Properties=species:S:1:pos:R:3:lowdin_charge:R:1
O -3.53 0.89 -1.04 0.112
C -0.55 0.86 2.41 -0.068
C -0.34 0.09 -3.07 -0.117
O -1.91 -0.52 -0.40 -0.118
H 0.21 -1.63 -4.21 0.136
C 0.44 -1.31 2.15 -0.109
H -0.98 2.17 -0.53 0.131
Cr -0.03 -0.71 -0.29 0.919
O 3.44 0.50 -1.69 0.105
O 1.85 -0.57 -0.51 -0.128
C 0.42 -1.52 3.52 -0.018
N -0.09 -0.82 6.90 0.154
C 1.22 1.40 -1.69 -0.048
C -0.09 -0.68 5.76 -0.184
H 0.87 -2.10 1.52 0.104
C -0.07 -0.50 4.33 -0.230
C -2.37 0.60 -0.92 -0.591
N -0.09 0.71 -1.75 -0.236
C -0.56 0.68 3.78 -0.022
C -0.05 -0.14 1.57 -0.198
H -1.40 -0.17 -3.11 0.143
H 1.47 1.90 -2.63 0.141
C 2.30 0.39 -1.30 -0.596
H -0.96 1.77 1.99 0.103
H -1.59 2.18 -2.20 0.143
C -1.26 1.54 -1.38 -0.062
C 0.47 -1.17 -3.26 -0.171
H 1.18 2.14 -0.89 0.144
O 0.09 -2.03 -2.17 -0.083
H 1.54 -0.98 -3.23 0.128
H 0.66 -2.80 -2.16 0.124
H 0.80 -2.43 3.96 0.123
H -0.94 1.45 4.43 0.121
H -0.13 0.81 -3.87 0.146
```

The electronic energy is -2033.34645 Eh. As for the HOMO energy (alpha / beta): -0.346 / -0.341 Eh. Its multiplicity is 2. As for the net charge: 0. For the gap between HOMO and LUMO (alpha / beta), the calculation gives 8.6 / 8.8 eV.

***

2.
C25H35CaGeN2O2Si | ωB97M-V/def2-TZVPD

Structure (XYZ):
```
67
Properties=species:S:1:pos:R:3:lowdin_charge:R:1
C 1.36 -5.71 0.55 -0.065
C 2.53 -3.26 0.52 -0.261
H 4.12 0.75 1.33 0.022
C -2.62 -0.56 1.09 -0.435
C 3.34 -4.38 0.46 -0.035
H 2.57 -0.02 0.32 0.006
H -4.51 -2.84 -1.45 -0.007
C -2.39 -0.47 -2.63 -0.214
H -2.38 -0.75 -3.69 0.004
H 4.60 4.04 -1.03 0.013
H -2.67 5.61 1.30 0.089
Ca 0.21 -0.09 0.28 1.430
N 1.20 -3.32 0.62 0.139
H 1.43 4.92 0.37 0.060
C 0.28 3.14 0.52 -0.338
Si 2.92 2.81 0.43 0.412
C 0.64 -4.54 0.61 -0.132
C -1.60 -1.50 0.40 -0.456
C -1.86 4.93 1.06 -0.117
H 3.36 -6.54 0.47 0.100
H -4.19 -2.00 1.62 0.079
H 2.86 4.70 2.13 0.008
C 4.21 1.39 0.45 -0.194
H -3.46 2.29 -0.76 0.112
H -0.39 6.47 0.78 0.089
C -0.59 5.41 0.79 -0.123
H 4.42 -4.27 0.39 0.111
C -3.59 -3.30 -1.78 -0.226
H -5.68 1.20 -0.82 0.051
H 4.19 0.77 -0.45 0.024
H -0.23 -3.87 -1.88 -0.019
N 1.31 2.25 0.37 -0.153
O 2.17 -0.90 0.22 -0.266
C -5.04 -0.47 0.42 -0.199
Ge -2.05 -2.03 -1.44 0.799
C -0.44 -2.89 -2.29 -0.236
C -1.06 2.68 0.69 -0.203
C -4.02 -1.09 1.07 -0.134
H -0.44 -4.54 0.66 0.108
C 3.53 3.85 -1.08 -0.181
H 3.63 -1.69 1.45 0.137
C 3.14 -1.88 0.48 -0.177
C -2.56 0.79 0.44 -0.300
H -2.25 -0.47 2.14 0.112
H -1.49 -2.41 1.00 -0.012
H 3.03 4.80 -1.16 0.007
H -6.03 -0.91 0.44 0.082
C -2.08 3.57 1.01 -0.031
H -3.66 -3.54 -2.84 -0.007
H -3.06 3.18 1.24 0.110
H 4.47 4.01 2.05 0.014
H -1.63 0.30 -2.47 0.006
C -3.60 1.35 -0.23 -0.137
H -3.46 -4.23 -1.23 -0.009
H 0.43 -2.26 -2.13 -0.012
H 0.85 -6.66 0.54 0.100
H 3.19 3.17 2.90 0.019
H 5.19 1.84 0.49 0.031
C 2.76 -5.65 0.49 -0.058
C -4.87 0.74 -0.27 -0.201
O -1.27 1.33 0.54 -0.234
H -0.58 -3.01 -3.37 0.002
H 3.35 3.31 -2.01 0.018
H -3.36 -0.03 -2.41 -0.003
C 3.41 3.77 2.02 -0.177
H 3.92 -1.86 -0.30 0.134
C 0.45 4.53 0.55 -0.082
```

The calculation puts the energy relative to the best compared isomer or geometry (same formula, charge and spin) at 4.404 eV. The electronic energy is -4277.63638 Eh. As for the HOMO energy: -0.052 Eh. Its multiplicity is 1. As for the net charge: -1. For the gap between HOMO and LUMO, the calculation gives 3.5 eV.

***

3.
C39H30Cl2I2N2O3PtTe | ωB97M-V/def2-TZVPD

Structure (XYZ):
```
80
Properties=species:S:1:pos:R:3:lowdin_charge:R:1
C -3.96 -2.86 -1.42 -0.051
H -0.39 1.60 4.47 0.103
C -1.84 -1.06 -1.38 -0.202
H -2.55 -0.52 0.58 0.120
H -5.48 -0.59 -5.04 0.117
H -2.16 4.63 1.96 0.084
H 0.23 -4.50 -3.95 0.043
H -0.41 2.79 6.63 0.111
C 0.57 1.78 -3.88 -0.412
I -0.10 -1.98 4.30 1.166
O 0.54 -2.26 1.19 -0.058
C 3.94 -2.39 -0.90 -0.064
C 5.16 -2.70 -0.31 0.014
H -4.37 2.55 -2.35 0.111
C 1.64 -2.33 3.29 -0.606
C 1.56 3.60 6.38 -0.062
H -6.10 1.10 -3.35 0.115
Cl 0.56 -3.97 -1.68 0.633
C -0.70 -0.09 -1.35 -0.332
C -2.04 -1.89 -2.48 -0.101
H 2.83 -2.58 5.03 0.097
C 1.67 1.48 2.68 -0.283
H -3.44 3.55 1.42 0.090
O 2.55 0.67 2.49 0.105
H 1.85 -4.99 -3.36 0.041
H 3.86 -2.23 -1.97 0.102
N 2.83 -2.26 -0.19 -0.012
C 1.60 -2.32 1.85 -0.390
H -4.42 -2.12 0.54 0.114
C 4.01 -2.78 3.27 -0.608
C 2.82 -2.56 3.95 -0.194
N 0.17 -0.06 -2.38 -0.146
H 6.04 -2.81 -0.93 0.130
C -0.66 0.96 -0.28 -0.141
C 0.46 2.85 5.99 -0.062
O 1.46 0.03 0.19 -0.193
H 1.06 1.80 -1.78 0.120
H -2.48 1.99 -0.73 0.116
C -4.09 1.80 -3.07 -0.068
H 3.55 4.24 5.88 0.113
H 6.17 -3.09 1.54 0.082
H -2.02 2.31 -3.00 0.085
C -2.47 3.97 1.16 -0.029
I 5.70 -3.17 4.36 1.184
H -4.79 -3.56 -1.43 0.115
C 4.06 -2.70 1.83 -0.177
H -3.14 -0.86 -5.72 0.101
C -5.07 0.99 -3.64 -0.051
C 0.47 2.18 4.78 -0.060
C 1.60 2.23 3.97 -0.179
C -2.76 1.66 -3.45 -0.135
C -1.45 2.87 0.94 -0.225
H 2.06 0.72 -2.74 0.114
C 0.47 0.89 0.52 -0.252
C -4.72 0.03 -4.59 -0.060
C 2.69 3.65 5.57 -0.057
Pt 0.94 -1.43 -0.89 1.182
H -3.25 -3.41 -3.37 0.116
H -0.11 2.61 -3.70 0.053
H -1.36 -1.84 -3.33 0.051
H 1.55 4.13 7.32 0.113
C 0.59 1.71 1.65 -0.035
H -2.60 4.56 0.25 0.088
Cl 1.81 -2.76 -4.06 0.556
C -0.36 2.72 1.80 0.046
C 5.23 -2.85 1.05 0.010
C -2.71 -1.14 -0.29 -0.011
C -3.10 -2.78 -2.51 -0.062
C 1.05 1.10 -2.61 -0.292
Te -0.49 0.31 -4.99 1.534
C -1.61 1.95 -0.08 0.036
C -2.42 0.69 -4.39 -0.556
C 1.10 -4.21 -3.37 -0.903
H 3.59 3.00 3.74 0.122
C -3.40 -0.12 -4.97 -0.159
C -3.76 -2.05 -0.31 -0.047
C 2.71 2.96 4.37 -0.014
C 2.88 -2.42 1.14 -0.133
H -0.25 3.41 2.63 0.128
H 1.39 2.15 -4.50 0.060
```

The calculation puts the energy relative to the best compared isomer or geometry (same formula, charge and spin) at 1.667 eV. The electronic energy is -3741.82807 Eh. As for the HOMO energy (alpha / beta): -0.420 / -0.420 Eh. Its multiplicity is 1. As for the net charge: +2. For the gap between HOMO and LUMO (alpha / beta), the calculation gives 2.2 / 2.2 eV.

***

4.
C2H5NS | ωB97M-V/def2-TZVPD

Structure (XYZ):
```
9
Properties=species:S:1:pos:R:3:lowdin_charge:R:1
H 1.49 -1.08 0.64 0.028
H 1.96 -0.24 -0.98 0.034
N -0.74 -0.26 0.37 -0.398
S 0.34 0.98 0.06 0.740
H -2.42 0.93 -0.66 0.005
C 1.73 -0.13 0.13 -0.453
H 2.68 0.39 0.70 0.084
C -2.18 0.11 -0.05 -0.049
H -2.87 -0.68 -0.20 0.010
```

The calculation puts the energy relative to the best compared isomer or geometry (same formula, charge and spin) at 3.316 eV. The electronic energy is -532.02070 Eh. As for the HOMO energy (alpha / beta): -0.303 / -0.299 Eh. Its multiplicity is 1. As for the net charge: 0. For the gap between HOMO and LUMO (alpha / beta), the calculation gives 8.1 / 8.1 eV.

***

5.
C8H9BrO2S | ωB97M-V/def2-TZVPD

Structure (XYZ):
```
21
Properties=species:S:1:pos:R:3:lowdin_charge:R:1
C 0.08 -0.53 0.92 -0.419
Br -2.52 -2.01 0.38 0.967
H 2.66 1.54 1.51 0.128
O -1.97 1.83 1.76 -0.345
C -1.31 -0.56 1.36 -0.395
H 2.60 -2.36 -0.43 0.089
C -0.55 1.75 -0.68 -0.024
C 2.17 0.69 0.98 -0.101
C 0.76 0.63 1.24 -0.151
H 0.16 1.32 1.86 0.116
H -0.85 2.73 -0.91 0.039
H 0.44 1.73 -0.20 0.035
S -1.92 0.96 0.61 0.578
H -0.65 1.17 -1.53 0.032
C 0.74 -1.50 0.13 -0.069
H 0.36 -2.51 -0.20 0.105
O -3.19 0.66 0.01 -0.441
H -3.89 -1.77 0.68 -0.094
H 3.85 -0.07 0.36 0.080
C 2.14 -1.52 0.04 -0.047
C 2.87 -0.37 0.54 -0.083
```

The calculation puts the energy relative to the best compared isomer or geometry (same formula, charge and spin) at 5.197 eV. The electronic energy is -3432.67268 Eh. As for the HOMO energy: -0.297 Eh. Its multiplicity is 1. As for the net charge: 0. For the gap between HOMO and LUMO, the calculation gives 7.7 eV.

***

6.
C4H8NPS | ωB97M-V/def2-TZVPD

Structure (XYZ):
```
15
Properties=species:S:1:pos:R:3:lowdin_charge:R:1
H 1.04 -0.60 1.82 0.022
S 0.39 1.41 -1.09 0.841
P 2.05 -1.12 -0.34 0.854
C 2.08 -0.60 1.51 -0.328
H -1.59 2.05 0.01 0.060
H -2.66 -0.41 -1.43 0.139
H -2.50 -0.13 0.30 0.084
C -1.42 1.45 -0.88 -0.422
H 2.44 0.53 1.56 0.070
H 1.43 -2.21 -0.05 -0.126
C -1.93 -0.03 -0.58 -0.309
N -0.81 -0.89 -0.51 -0.065
H 2.83 -1.07 2.06 -0.017
H -1.78 1.87 -1.83 0.061
C 0.42 -0.24 -0.55 -0.863
```

The calculation puts the energy relative to the best compared isomer or geometry (same formula, charge and spin) at 1.543 eV. The electronic energy is -951.43382 Eh. As for the HOMO energy: -0.310 Eh. Its multiplicity is 1. As for the net charge: 0. For the gap between HOMO and LUMO, the calculation gives 9.1 eV.